(1)
ORCA calculation (ωB97M-V/def2-TZVPD) on a molecular structure, C22H36N2O4 in a non-equilibrium geometry.

## Properties
ΔE to the lowest compared entry with this formula, charge and spin	2113.6	kJ/mol
frontier orbital gap	0.30464	Ha
E	-1269.60718	a.u.

ORCA input file:
```
! wB97M-V def2-TZVPD RIJCOSX def2/J DEFGRID3
* xyz 0 1
H 0.188 0.079 -1.022
C 6.822 -0.880 0.394
C -5.012 2.286 0.129
H 1.298 0.461 -2.733
H 8.083 1.207 -0.902
O 2.768 -0.248 -1.687
H 6.767 -1.701 1.007
N -1.788 -0.844 1.166
C 0.360 0.377 1.015
H 7.380 0.754 1.486
H -1.924 -2.250 -1.485
H -3.116 -4.263 1.485
H 3.448 1.071 2.555
C 2.518 0.754 1.944
C 6.858 0.402 0.809
H 6.959 2.387 -0.089
H 5.289 -0.004 2.058
O -3.681 -0.371 2.147
H -6.747 2.019 1.521
H 7.839 -1.015 -0.365
H -6.851 1.096 0.122
H 5.293 1.717 1.599
C 3.143 0.427 0.659
H -3.758 -2.113 -0.360
C -2.952 -1.178 1.207
O -2.156 0.421 -1.586
C 2.224 0.298 -0.522
H -5.287 3.030 -1.633
C -2.402 -3.395 0.811
C -1.197 0.615 1.137
C 5.270 0.777 1.364
H -4.422 -2.403 1.457
H 1.354 -1.282 -2.738
H -6.946 2.999 -0.190
H -3.056 -4.350 -1.172
H -1.342 -1.189 0.083
H -2.974 2.563 -2.347
H -1.547 -5.040 -0.080
H -2.003 2.463 0.822
H -1.261 0.801 2.382
C -3.076 2.299 -1.559
C -3.460 -2.314 0.729
H -4.836 1.329 -1.537
C 7.125 1.410 -0.505
H -1.615 -3.106 1.379
C 1.263 1.000 2.014
O 4.405 0.432 0.287
H 6.155 -1.322 -0.564
C -2.324 1.554 -0.850
H -2.819 3.609 -1.250
H 6.239 1.397 -1.358
C -6.577 2.090 0.545
H -4.744 3.328 0.769
N -1.758 1.546 0.366
H -1.014 -3.648 -2.376
C -2.048 -4.082 -0.534
H -4.540 1.531 0.753
C -4.570 2.297 -1.174
C 1.915 -0.473 -2.752
H 0.918 1.006 3.125
H 2.654 -0.404 -3.557
C 0.820 0.212 -0.370
C -1.246 -3.171 -1.280
H -0.309 -2.997 -0.749
*
```


(2)
ORCA calculation (ωB97M-V/def2-TZVPD) on C22H36N4O3 in the gas phase.

## Properties
ΔE to the lowest compared entry with this formula, charge and spin	26.6	kJ/mol
frontier orbital gap	0.34415	Ha
structure (SMILES)	COCCCCC(=O)N[C@H]1CC[C@@H](N(C)C(=O)c2cnc3n2CC[C@@H](C)C3)CC1
E	-1304.71271	a.u.

ORCA input file:
```
! wB97M-V def2-TZVPD RIJCOSX def2/J DEFGRID3
* xyz 0 1
C 0.434 -1.327 2.644
C -0.442 0.497 -3.663
C 2.949 0.031 3.037
N 2.412 -0.199 1.706
H -1.730 -4.509 4.191
C 2.679 2.714 -0.770
H 4.026 0.167 2.957
H -2.964 -6.178 2.806
H 0.163 -3.166 0.604
C 2.224 1.920 0.452
C 0.289 -1.055 3.985
H -2.588 4.674 -3.600
H -3.202 5.748 -1.540
H -1.858 -4.694 0.416
H -3.989 -5.622 1.479
H -2.969 -3.276 4.322
H -0.634 0.317 -4.720
H -3.565 3.266 -3.146
H 2.526 0.922 3.511
H -0.544 3.263 -3.588
H 0.802 -0.317 4.576
C 3.241 -0.205 -0.656
H -0.843 -5.036 1.811
H 3.686 3.111 -0.609
N -0.684 -1.829 4.539
H 1.159 1.700 0.370
C -2.170 -3.646 3.678
C -1.129 -2.584 3.555
C 3.707 0.688 -1.801
C -2.705 -4.088 2.316
H 4.694 1.114 -1.591
H -4.170 4.326 -1.085
H 2.333 -0.724 -0.949
O -2.235 3.921 -1.712
H 3.998 0.882 0.981
H -1.369 -2.326 0.491
H 3.988 -0.972 -0.436
H -1.357 1.511 -1.983
C 2.714 1.833 -2.016
C 1.153 -0.691 1.517
C -3.163 4.759 -1.068
C -2.561 3.711 -3.072
H -2.494 0.938 -3.187
C -1.527 2.796 -3.690
C -1.515 1.409 -3.059
C 0.945 1.110 -3.574
H -2.844 4.872 -0.034
C 3.001 0.606 0.622
H -3.322 -3.277 1.910
O 1.591 1.429 -4.558
H 2.016 3.567 -0.928
H 3.797 0.103 -2.718
C -1.522 -4.295 1.375
H 2.341 2.520 1.358
C -3.561 -5.338 2.442
N 1.384 1.320 -2.305
H -1.724 2.716 -4.763
H 2.769 -0.829 3.676
H -4.383 -5.185 3.144
H 3.011 2.423 -2.881
H 0.862 0.895 -1.551
O 0.592 -0.633 0.422
H -0.444 -0.466 -3.147
C -0.779 -2.994 1.119
N -0.501 -2.318 2.388
*
```


(3)
ORCA calculation (ωB97M-V/def2-TZVPD) on 3 unconnected molecules or ions with the total composition C22H36N5O4S in a non-equilibrium geometry.

## Properties
frontier orbital gap	0.24781	Ha
E	-1832.79718	a.u.

ORCA input file:
```
! wB97M-V def2-TZVPD RIJCOSX def2/J DEFGRID3
* xyz -1 1
C 3.970 0.420 1.837
C -1.877 1.658 1.790
C 0.749 1.207 -1.900
H -7.478 -0.166 -2.354
H -5.146 0.665 -2.536
H 2.795 1.686 -1.350
H 1.813 -4.126 4.746
C 0.721 -0.169 0.263
C 0.764 2.422 0.316
C 0.252 1.124 -0.440
H -2.703 4.913 1.784
H 5.637 -5.583 6.020
C -7.058 -1.945 -3.497
H 4.583 2.136 -2.991
H 0.865 0.185 -2.288
C -2.295 4.132 1.132
H 4.919 0.168 2.326
O -3.848 2.343 0.474
H 3.895 -1.694 1.344
S 2.382 -0.786 -0.176
H 3.144 -5.778 6.040
O -1.718 0.641 0.823
H -3.523 2.892 2.379
H -0.909 2.124 2.013
C 4.763 -2.984 4.052
H -1.882 1.056 -2.382
N -4.472 -0.927 -3.643
H 1.871 3.042 -2.019
H -8.063 -2.342 -3.438
C 5.596 -3.856 4.739
H 3.370 1.047 2.499
C 2.663 1.684 -3.490
C 3.201 -0.849 1.432
H -1.755 -1.096 -2.684
H 5.175 -2.166 3.470
H -6.264 -3.585 -4.649
C -5.435 -0.272 -2.999
H -0.006 1.711 -2.512
C 5.021 -4.882 5.470
O 0.306 3.483 -0.122
C -6.063 -2.637 -4.169
H 2.483 -1.133 2.203
H 1.966 2.008 -4.274
C -2.919 2.766 1.471
H -3.983 -2.604 -4.719
H 0.727 0.000 1.339
H -2.191 1.114 2.689
H 0.030 -0.979 0.036
H 6.670 -3.729 4.699
C 3.639 -4.994 5.484
C 2.064 1.970 -2.114
H 4.156 1.048 0.961
C -1.996 0.506 -1.446
H -2.528 4.418 0.103
C -4.790 -2.087 -4.210
H -3.475 2.630 -0.368
H 2.810 0.605 -3.620
N 3.437 -3.082 4.056
N -1.244 1.188 -0.417
H -3.044 0.609 -1.144
H 3.805 3.355 -3.701
H -1.208 4.125 1.231
O 1.549 2.243 1.251
C -6.738 -0.738 -2.896
N -1.670 -0.913 -1.691
C 2.896 -4.070 4.762
H -2.359 -1.499 -1.236
N 3.949 2.351 -3.756
*
```